# C29H46BN4O9S

A cluster of 3 separate species, C29H46BN4O9S in total (the ωB97M-V functional and the def2-TZVPD basis, the Open Molecules 2025 dataset).

Values from the calculation:
Charge: -1
Molecular weight (g/mol): 637.6
Kohn-Sham gap (hartree): 0.2538
E_LUMO (eV): 2.17

Last column: Mulliken charge in e.
CARTESIAN COORDINATES (ANGSTROEM)
C (3.1263, 2.5995, 1.3270)  -1.53
C (2.3148, 1.3797, 1.0050)  1.01
C (2.3608, 0.2354, 1.8057)  -1.28
C (1.5729, -0.8783, 1.5138)  0.14
C (0.7093, -0.9119, 0.4237)  -0.14
C (-0.1440, -2.1008, 0.0609)  -2.07
C (-1.6370, -2.1809, 0.5444)  1.67
C (-1.9764, -3.6714, 0.4732)  -1.74
O (-1.4681, -4.3605, 1.6378)  -0.21
N (-1.0771, -5.6606, 1.2410)  0.01
O (0.0513, -5.8546, 1.4723)  -0.29
O (-2.3578, -1.4791, -0.4330)  -0.74
B (-2.8325, -0.1514, 0.1315)  1.68
C (-2.4825, 0.9932, -1.0041)  -0.17
O (-3.6580, 1.5996, -1.6050)  -0.49
C (-4.2775, 0.7834, -2.5225)  -0.50
O (-4.3053, 1.3716, -3.8179)  -0.49
C (-3.0116, 1.6040, -4.3251)  -0.35
C (-2.2271, 0.3517, -4.6992)  -0.21
O (-0.8562, 0.7214, -4.9353)  -0.51
O (-2.0434, -0.0818, 1.3980)  -0.77
C (-2.0243, -1.4202, 1.8380)  2.05
C (-1.1070, -1.7099, 3.0454)  -1.86
C (-0.6890, -0.4906, 3.8740)  -0.60
C (0.5443, -0.8626, 4.7364)  -0.59
S (0.3850, -0.3685, 6.4846)  -0.26
C (-3.4842, -1.6386, 2.3297)  -0.61
C (-3.9556, -0.7004, 3.2531)  -0.74
C (-5.2374, -0.8468, 3.7425)  -0.72
C (-5.9721, -1.9280, 3.2755)  -0.58
C (-5.4426, -2.7899, 2.3438)  -0.43
N (-4.1969, -2.6518, 1.8665)  -0.16
C (0.6959, 0.2261, -0.3918)  0.09
C (1.4785, 1.3452, -0.1102)  -1.20
H (3.2031, 3.2834, 0.4883)  0.38
H (2.5920, 3.1534, 2.1073)  0.31
H (4.0995, 2.3241, 1.7326)  0.26
H (3.0238, 0.2425, 2.6627)  0.67
H (1.6569, -1.7353, 2.1713)  0.65
H (0.3761, -2.9814, 0.4576)  0.57
H (-0.1654, -2.2121, -1.0189)  0.61
H (-1.4801, -4.0551, -0.4201)  0.64
H (-3.0368, -3.8201, 0.3153)  0.52
H (-4.0514, -0.0664, 0.2757)  -0.43
H (-1.9378, 0.4943, -1.8166)  -0.19
H (-1.8235, 1.7878, -0.6449)  0.24
H (-3.8172, -0.2058, -2.5858)  0.28
H (-5.3181, 0.6381, -2.2338)  0.25
H (-2.4204, 2.1902, -3.6150)  0.33
H (-3.1402, 2.1924, -5.2328)  0.34
H (-2.6071, -0.1389, -5.5909)  0.38
H (-2.2202, -0.3902, -3.9007)  0.00
H (-0.5785, 1.1142, -4.0996)  0.30
H (-0.2341, -2.2747, 2.7407)  0.84
H (-1.6529, -2.3781, 3.7135)  0.70
H (-0.4591, 0.3717, 3.2579)  0.35
H (-1.4686, -0.2780, 4.5975)  0.66
H (0.6550, -1.9438, 4.7186)  0.41
H (1.4640, -0.4488, 4.3388)  -0.04
H (0.3752, -1.5496, 7.1164)  0.13
H (-3.3475, 0.1268, 3.5697)  0.42
H (-5.6528, -0.1462, 4.4503)  0.44
H (-6.9811, -2.0892, 3.6341)  0.35
H (-6.0347, -3.6221, 1.9893)  0.43
H (0.0733, 0.2494, -1.2738)  0.33
H (1.4120, 2.1908, -0.7813)  0.47
C (1.7561, 4.4203, -5.1765)  0.07
O (1.6339, 3.8078, -4.1348)  -0.57
N (1.2515, 4.0294, -6.3620)  0.21
C (1.4322, 4.8055, -7.5680)  -0.93
C (0.4990, 2.7801, -6.4173)  -0.82
H (2.3080, 5.3761, -5.2348)  0.24
H (0.4620, 5.1023, -7.9736)  0.32
H (1.9615, 4.2152, -8.3201)  0.32
H (2.0119, 5.7018, -7.3538)  0.31
H (-0.3554, 2.8364, -5.7543)  0.21
H (1.1280, 1.9539, -6.0931)  0.30
H (0.1591, 2.6030, -7.4352)  0.34
C (5.7503, -0.0022, 1.4802)  0.11
O (5.7422, 1.1995, 1.2945)  -0.66
N (6.4568, -0.6237, 2.4465)  0.15
C (6.4161, -2.0605, 2.6228)  -0.97
C (7.2778, 0.1803, 3.3339)  -0.97
H (5.1549, -0.6927, 0.8617)  0.34
H (6.0437, -2.3073, 3.6195)  0.34
H (7.4170, -2.4827, 2.5055)  0.36
H (5.7565, -2.5074, 1.8822)  0.32
H (6.6577, 0.9035, 3.8646)  0.29
H (8.0221, 0.7312, 2.7573)  0.29
H (7.7781, -0.4651, 4.0519)  0.40

Atoms 1-6, force components in eV/Å:
C -0.5071 0.0777 0.8050
C -0.0734 -0.2587 -0.3337
C -0.2323 0.2762 -0.4662
C 0.3082 0.0598 0.1659
C -0.1190 0.6908 -0.4901
C 0.6427 -0.3389 1.5848

# C29H46CdI2N4SeTe

A structure of composition C29H46CdI2N4SeTe (the ωB97M-V functional and the def2-TZVPD basis, the Open Molecules 2025 dataset).

Values from the calculation:
Charge: +2
Energy relative to the best compared isomer or geometry (same formula, charge and spin) (eV): 0.000
Molecular weight (g/mol): 1023.5
Kohn-Sham gap (hartree): 0.2512
E_LUMO (eV): -5.41

Last column: Mulliken charge in e.
CARTESIAN COORDINATES (ANGSTROEM)
Cd (1.3752, 0.4587, -1.6378)  1.58
I (4.0788, 2.6078, -1.4713)  0.16
C (3.7465, 3.0635, -3.5036)  -0.79
I (2.2436, 1.8150, -4.3443)  0.06
H (4.6562, 2.8766, -4.0606)  0.39
H (3.4210, 4.0908, -3.6027)  0.42
N (-3.3808, 0.7981, -2.4144)  0.00
C (-2.7811, 1.0992, -3.7591)  -0.98
C (-1.2678, 0.9929, -3.6331)  -0.74
N (-0.7716, -0.2062, -2.9426)  -0.06
C (-1.5996, -0.7916, -1.8785)  1.99
C (-3.0958, -0.6399, -2.0705)  -1.40
H (-4.3829, 0.9875, -2.4110)  0.40
H (-2.9414, 1.4077, -1.7094)  0.22
H (-3.0779, 2.1022, -4.0585)  0.42
H (-3.2058, 0.3766, -4.4542)  0.42
H (-0.9118, 1.8961, -3.1291)  0.29
H (-0.8434, 1.0146, -4.6360)  0.53
H (-0.5469, -0.9440, -3.6034)  0.28
H (-1.3279, -0.3390, -0.9237)  -0.74
H (-1.3683, -1.8538, -1.8210)  -0.97
H (-3.6368, -0.8950, -1.1609)  0.47
H (-3.4843, -1.2370, -2.8948)  0.43
C (-2.3094, -5.1440, -3.6986)  -1.65
C (-1.1734, -4.3941, -3.0575)  0.48
C (-0.9227, -4.4904, -1.6941)  -1.09
C (0.1404, -3.8225, -1.0859)  1.14
C (0.3774, -4.0311, 0.3849)  -1.68
C (0.9749, -3.0120, -1.8717)  -0.14
Te (2.5096, -1.8610, -0.9309)  -0.21
C (0.8011, -2.9793, -3.2637)  0.57
C (1.7659, -2.2768, -4.1813)  -1.29
C (-0.2867, -3.6450, -3.8271)  -0.38
H (-3.0327, -5.4821, -2.9578)  0.40
H (-1.9363, -6.0271, -4.2199)  0.37
H (-2.8291, -4.5336, -4.4387)  0.38
H (-1.5608, -5.1206, -1.0838)  0.35
H (-0.3819, -4.6865, 0.8099)  0.39
H (0.3781, -3.0882, 0.9315)  0.13
H (1.3521, -4.4915, 0.5549)  0.46
H (1.6313, -1.1913, -4.1834)  -0.03
H (1.6486, -2.6353, -5.2031)  0.42
H (2.7952, -2.4435, -3.8668)  0.41
H (-0.4109, -3.6271, -4.9062)  0.45
C (3.3283, 1.1643, 1.7170)  -0.60
C (3.2070, 2.1821, 2.8414)  -0.35
C (3.0319, 3.6323, 2.3904)  -0.74
C (1.7600, 3.9399, 1.5860)  -0.45
N (0.5979, 3.1864, 2.0730)  0.44
C (-0.1051, 2.2950, 1.3648)  -0.08
Se (-0.2401, 2.2598, -0.5241)  -0.45
N (-0.9272, 1.6247, 2.1907)  0.49
C (-1.7015, 0.4341, 1.8470)  -1.58
C (-0.8081, -0.7982, 1.7392)  0.74
C (-0.1527, -1.2058, 3.0577)  -0.38
C (-1.1234, -1.8554, 4.0365)  -1.53
C (-0.7894, 2.1448, 3.4769)  1.01
C (-1.4167, 1.8259, 4.6773)  -0.76
C (-1.0530, 2.5689, 5.7807)  -0.85
C (-0.1009, 3.5972, 5.6961)  -0.74
C (0.5270, 3.9058, 4.5080)  -0.85
C (0.1654, 3.1491, 3.3968)  0.49
H (3.3798, 0.1472, 2.1079)  0.34
H (4.2393, 1.3244, 1.1347)  0.39
H (2.4715, 1.1966, 1.0352)  -0.33
H (4.1025, 2.1350, 3.4632)  0.46
H (2.3820, 1.8995, 3.5009)  0.09
H (3.8761, 3.9375, 1.7655)  0.52
H (3.0720, 4.2750, 3.2690)  0.32
H (1.8739, 3.6671, 0.5384)  0.06
H (1.5273, 5.0045, 1.6236)  0.34
H (-2.2115, 0.6370, 0.9036)  0.08
H (-2.4614, 0.3181, 2.6174)  0.53
H (-0.0373, -0.6085, 0.9841)  -0.50
H (-1.4173, -1.6267, 1.3606)  0.74
H (0.3265, -0.3341, 3.5152)  0.08
H (0.6597, -1.9024, 2.8410)  0.53
H (-1.9686, -1.2074, 4.2802)  0.23
H (-0.6281, -2.1040, 4.9740)  0.42
H (-1.5297, -2.7797, 3.6213)  0.36
H (-2.1567, 1.0417, 4.7516)  0.36
H (-1.5182, 2.3620, 6.7344)  0.44
H (0.1414, 4.1626, 6.5851)  0.44
H (1.2493, 4.7060, 4.4473)  0.42

Atoms 1-6, force components in eV/Å:
Cd 0.0639 -0.2580 0.1584
I 0.0430 0.0142 0.0361
C 0.0363 -0.0037 -0.0257
I -0.0210 0.0396 -0.0596
H -0.0027 -0.0144 0.0051
H -0.0339 -0.0064 0.0219